# C38H49AsBF9N6O7SSi2Zr

C38H49AsBF9N6O7SSi2Zr as an isolated structure at a distorted geometry (ωB97M-V/def2-TZVPD, OMol25).

Output
E_tot   -6516.7156 hartree
Relative energy (zero: lowest compared OMol25 entry of this formula, charge and spin)   146.2 kJ/mol
Net charge   -2
HOMO level   -0.092 Ha
Gap between HOMO and LUMO   6.84 eV

The geometry in XYZ format:
```
115
C38H49AsBF9N6O7SSi2Zr, DFT ωB97M-V/def2-TZVPD
C 3.12 -1.35 0.61
H 1.77 -1.97 3.12
H -0.75 -3.87 5.10
F -2.14 2.72 4.21
N -0.18 -2.69 -1.99
H 0.18 -4.29 -0.54
O -1.90 -0.90 -1.03
C -1.82 -3.34 1.05
F -3.30 -1.13 4.33
H 5.88 -0.84 0.85
H 1.85 2.58 -4.25
C -5.44 1.83 -1.54
C -4.28 1.05 -1.51
H -1.07 0.82 -6.10
N 1.56 -2.59 -0.20
H 4.04 0.68 -2.93
C -3.74 0.24 1.93
H -1.04 -4.49 -2.68
B 0.16 -3.09 -0.58
H 1.26 -0.01 -6.56
O 0.60 0.84 -1.25
O -2.86 -1.35 -3.26
H 2.59 -4.43 -0.31
O -1.89 1.36 0.19
S -3.03 -1.41 -1.83
C -6.69 1.26 -1.71
C -0.13 -1.58 -3.83
C 3.84 -0.16 1.15
H -0.22 -0.97 4.22
H 4.31 3.00 -2.29
H -1.93 0.25 -4.65
C -1.87 -3.21 2.42
C 3.66 -2.64 0.47
H 3.38 3.62 2.47
H 2.09 2.16 3.65
H -1.84 -2.51 5.40
H -0.30 4.46 1.48
O -3.46 -2.72 -1.36
As -2.52 2.05 -1.20
H 5.41 4.60 1.51
H 5.69 0.91 0.95
C 3.90 -0.21 2.68
H -0.99 -3.21 -5.09
H 0.50 0.39 -4.24
C 4.73 4.03 0.89
N -0.19 -1.98 1.62
H -5.32 2.91 -1.43
C -0.69 -3.51 -2.94
C 0.15 3.86 0.69
C -3.01 0.17 4.35
F -3.21 -0.69 1.13
H 4.53 0.61 3.05
Zr -0.51 0.00 0.19
C 1.32 -2.45 3.98
Si 0.90 2.11 1.35
C 0.10 -0.45 -4.79
H -1.66 -0.85 -5.99
C -0.66 -2.85 -4.14
H 1.63 3.80 -3.02
H 0.30 2.74 -3.44
H 1.21 3.66 3.46
H -0.74 1.03 -2.15
H 0.37 2.18 3.86
N 0.16 -1.51 -2.54
H -7.78 -0.56 -2.00
C -2.75 2.29 3.09
H -5.71 -1.97 -1.90
C 3.10 0.23 -2.63
Si 1.87 1.53 -1.90
F -2.25 2.99 2.09
C -5.67 -0.89 -1.80
N -0.79 -2.61 0.58
H -0.26 -2.54 6.16
H -2.58 -3.66 3.09
H 4.65 -2.97 0.71
H 5.89 4.29 -0.90
C 2.95 2.57 -0.70
H 4.32 -1.15 3.03
C 2.63 -3.39 -0.05
C -4.43 -0.31 -1.60
C -2.61 0.73 2.93
C -0.80 -2.79 5.25
H -7.57 1.88 -1.74
H 3.26 0.72 0.87
H 0.90 4.48 0.20
H 0.69 -1.69 -6.48
C 5.00 3.86 -0.46
C 1.09 -0.86 -5.89
H 5.21 0.05 -0.51
F -2.02 0.33 5.23
C -0.16 -2.06 4.07
C -0.80 -2.37 2.74
F -4.29 1.20 1.20
H -2.46 -3.87 0.37
F -4.79 -0.36 2.54
N 1.85 -1.34 0.20
H 2.05 -1.17 -5.47
C 4.11 3.13 -1.23
F -4.09 0.77 4.90
H -0.64 3.66 -0.05
C -6.81 -0.11 -1.85
C -1.23 -0.03 -5.43
C 1.38 2.78 -3.30
H 1.40 -3.53 3.85
H 3.31 -0.53 -1.88
C 3.58 3.47 1.42
H 1.85 -2.17 4.88
C 2.66 2.75 0.66
O -1.59 1.34 -2.53
C 1.17 2.59 3.26
O -1.44 0.31 2.55
H 2.68 -0.29 -3.48
C 5.24 -0.01 0.57
F -4.04 2.69 3.23
H 2.91 -0.08 3.10
```

***

# C36H34AsCl3F7N3NiO5S

C36H34AsCl3F7N3NiO5S as an isolated structure at a distorted geometry (ωB97M-V/def2-TZVPD, OMol25).

Output
<S²>   3.7872
Spin multiplicity   4
E_tot   -8154.5158 hartree
Relative energy (zero: lowest compared OMol25 entry of this formula, charge and spin)   123.5 kJ/mol
Net charge   +1
HOMO level (spin up / spin down)   -0.358 / -0.359 Ha
Gap between HOMO and LUMO (spin up / spin down)   6.55 / 4.81 eV

The geometry in XYZ format:
```
91
C36H34AsCl3F7N3NiO5S, DFT ωB97M-V/def2-TZVPD
H -3.37 5.09 -0.25
C -2.91 2.46 -0.12
O 1.19 -2.80 -0.82
H 6.11 1.05 -3.54
C 6.72 -3.69 -0.84
O 1.83 3.07 -1.14
C -0.71 3.27 -0.30
H 3.76 -3.80 0.64
H -4.64 3.60 0.46
Cl -1.29 -7.95 0.17
C -7.25 2.90 -0.22
H 6.55 -1.49 0.36
H -1.61 4.97 2.26
O 3.27 -1.21 0.02
N -2.02 3.51 -0.05
C -8.64 1.34 1.49
H -6.90 0.02 1.41
H -3.00 -0.85 -0.87
C 5.37 -3.38 -0.73
C 1.30 1.99 -0.92
C 1.05 -5.09 -1.24
H -7.55 4.52 1.24
C 7.34 -3.74 -2.08
H 7.29 -3.92 0.06
C 6.61 -3.49 -3.23
C 5.82 0.42 -0.23
H -8.86 3.03 2.72
C 5.99 0.19 -1.59
F 2.72 0.30 2.58
H -2.92 6.12 1.96
N -6.53 1.82 0.43
N -8.22 2.67 2.01
H 5.46 3.78 -0.33
C -3.36 0.12 -0.57
H 8.40 -3.95 -2.14
C -8.06 3.63 0.87
C 0.48 -6.31 -1.01
O 1.83 0.83 -0.94
H -6.56 3.58 -0.71
H 7.09 -3.53 -4.20
F -0.31 -1.08 3.53
S 4.25 -1.57 1.09
H -8.97 0.70 2.32
F 0.84 1.01 3.99
H 0.89 -7.19 -1.47
C 4.64 -3.11 -1.89
C -4.27 2.62 0.16
H 3.60 -2.84 -1.82
C -0.19 2.06 -0.63
C -2.57 5.10 1.77
H 5.79 3.36 -2.73
C 5.61 1.72 0.22
As 1.23 -0.41 3.09
C -1.18 -5.28 0.44
Cl -1.31 -2.68 0.94
H -7.92 2.50 -0.99
F -5.54 -0.72 -0.43
C -5.17 1.58 0.08
H 6.20 -0.37 1.72
Ni 1.21 -0.90 -0.11
H 5.46 1.91 1.27
Cl 2.41 -4.96 -2.26
H 6.15 -0.82 -1.94
H -0.03 4.11 -0.24
F 0.44 0.34 1.65
O -0.64 -0.24 -1.00
C -0.62 -6.41 -0.16
C 4.72 -3.30 0.62
F 1.56 -1.82 2.04
C -0.62 -4.05 0.21
H -9.49 1.49 0.82
C 5.26 -3.17 -3.13
C 5.62 2.77 -0.68
C -7.43 0.72 0.76
F 2.00 -1.22 4.39
C 0.56 -3.87 -0.62
C -1.03 0.92 -0.73
H -7.78 0.17 -0.12
C -2.45 1.18 -0.48
C 5.89 -0.71 0.73
C -2.43 4.87 0.27
C -4.68 0.32 -0.30
C 5.98 1.24 -2.49
H -7.29 2.54 2.41
H -9.05 3.92 0.51
H 4.69 -2.95 -4.02
C 5.80 2.54 -2.03
H -2.05 -5.36 1.07
H -3.28 4.40 2.22
H 5.37 -3.67 1.41
H -1.67 5.54 -0.12
```

***

# C8H13AlNO

C8H13AlNO as an isolated structure at a distorted geometry (ωB97M-V/def2-TZVPD, OMol25).

Output
E_tot   -684.9644 hartree
Net charge   -1
HOMO level (spin up / spin down)   -0.085 / -0.085 Ha
Gap between HOMO and LUMO (spin up / spin down)   6.01 / 6.01 eV

The geometry in XYZ format:
```
24
C8H13AlNO, DFT ωB97M-V/def2-TZVPD
C 1.51 -0.32 -1.95
C 0.15 -0.59 -2.35
C 0.72 -2.05 -0.62
H 1.81 2.22 -0.76
H -0.36 -0.16 -3.23
H -3.45 0.74 1.53
H 0.57 -0.43 2.77
C 0.82 2.08 -0.31
H 1.66 1.99 1.71
H -2.61 -0.18 2.78
Al -0.13 0.14 -0.01
H 2.85 -1.31 -0.44
C 0.74 2.00 1.11
O -1.73 -0.05 0.74
C -0.33 -1.69 -1.54
N 0.62 -0.19 1.75
H 0.75 -2.99 -0.03
H -3.42 -1.00 1.44
H -1.24 -2.28 -1.76
C -2.84 -0.13 1.70
C 1.85 -1.19 -0.87
H 0.03 2.61 -0.87
H -0.15 2.36 1.64
H 2.17 0.43 -2.42
```

***

# C21H28N4O4

C21H28N4O4 in the gas phase (ωB97M-V/def2-TZVPD, OMol25).

Output
E_tot   -1336.9941 hartree
SMILES   CCOC(=O)N1CCN(c2c(NCCN(C)Cc3ccccc3)c(=O)c2=O)CC1
Relative energy (zero: lowest compared OMol25 entry of this formula, charge and spin)   393.1 kJ/mol
HOMO level   -0.290 Ha
Gap between HOMO and LUMO   8.39 eV

The geometry in XYZ format:
```
57
C21H28N4O4, DFT ωB97M-V/def2-TZVPD
C -6.89 2.08 -1.14
H -1.50 0.22 0.55
H -1.24 3.63 -1.43
H -6.56 3.11 -1.21
H -6.10 1.86 0.86
C 1.26 -3.27 3.83
H -0.60 -2.41 4.45
C 2.07 2.71 -1.01
H 4.39 -0.73 -0.89
O -4.67 1.28 -0.51
H 3.52 -0.54 -3.10
H -2.91 0.34 -1.49
H -6.35 0.31 0.00
H -6.79 1.60 -2.11
H 3.84 -4.25 -0.39
H -0.57 -0.36 -0.85
C 1.90 0.73 -1.57
O 2.17 3.83 -0.56
C -6.04 1.35 -0.11
C 3.93 -1.64 -1.28
N -2.68 2.28 -0.77
C -1.04 0.51 -0.40
H 2.21 -4.04 0.30
H -0.45 -0.53 2.86
C -1.69 3.30 -0.49
H -1.05 2.49 1.40
H 1.49 -0.35 1.35
C 0.25 -2.33 3.79
N -0.05 1.53 -0.14
H 2.68 -2.10 -3.01
H -2.21 4.14 -0.02
O 3.85 1.85 -2.61
H 1.33 -1.18 -1.27
N 3.13 -2.25 -0.23
C 3.00 -1.23 -2.44
C -3.93 2.39 -0.27
O -4.34 3.36 0.31
C -2.12 1.07 -1.34
C 1.10 1.61 -0.83
H -1.66 1.32 -2.31
H 4.73 -2.30 -1.65
C 2.44 -2.12 2.08
H 4.41 -2.68 1.42
H 2.47 -3.81 -1.44
H 3.14 -3.91 3.03
H 0.19 3.48 0.57
C 2.35 -3.17 2.98
H 3.98 -0.97 1.17
C 2.87 1.78 -1.90
C -0.61 2.74 0.43
C 1.42 -1.17 2.04
N 1.82 -0.58 -1.91
H 1.20 -4.09 4.53
H -7.93 2.05 -0.83
C 3.60 -2.00 1.13
C 2.91 -3.66 -0.45
C 0.33 -1.28 2.89
```

***

# C4H11NO

C4H11NO in the gas phase at a distorted geometry (ωB97M-V/def2-TZVPD, OMol25).

Output
E_tot   -288.9668 hartree
SMILES   CNC[C@@H](C)O
Relative energy (zero: lowest compared OMol25 entry of this formula, charge and spin)   132.0 kJ/mol
HOMO level   -0.354 Ha
Gap between HOMO and LUMO   10.64 eV

The geometry in XYZ format:
```
17
C4H11NO, DFT ωB97M-V/def2-TZVPD
H 1.89 0.21 2.18
H -2.63 1.20 -0.55
H -0.58 -0.81 -1.48
O -0.45 1.23 -1.61
H -2.87 -0.22 -1.51
H -2.63 -0.33 0.31
C 0.00 -0.30 0.33
C -0.84 0.10 -0.89
H 3.20 0.13 1.18
N 1.38 0.18 0.16
H 2.17 -1.39 1.44
H 0.34 1.61 -1.22
H 1.71 -0.27 -0.69
H -0.09 -1.37 0.48
C -2.36 0.15 -0.63
H -0.44 0.17 1.23
C 2.20 -0.30 1.27
```

***

# C19H16Cl2N4O3

A 2-piece molecular cluster, C19H16Cl2N4O3 overall at a distorted geometry (ωB97M-V/def2-TZVPD, OMol25).

Output
E_tot   -2098.6572 hartree
Relative energy (zero: lowest compared OMol25 entry of this formula, charge and spin)   129.0 kJ/mol
HOMO level   -0.265 Ha
Gap between HOMO and LUMO   4.23 eV

The geometry in XYZ format:
```
44
C19H16Cl2N4O3, DFT ωB97M-V/def2-TZVPD
H 1.53 1.51 -2.55
H -2.85 -1.71 -1.50
C -0.73 2.32 1.01
H -0.02 -2.09 1.28
H 3.56 -3.10 3.46
N 2.65 1.72 1.66
H 0.78 -0.85 -3.13
H 3.62 -0.50 -0.02
H 1.05 -3.24 3.17
N 1.78 -1.30 0.53
C -0.24 -0.60 -0.72
C 3.79 -1.82 1.72
C 0.85 1.28 -3.37
C 1.49 1.70 1.78
H -0.65 -0.16 -3.94
C 1.68 -2.69 2.48
C 3.06 -2.60 2.63
Cl -4.43 1.08 2.09
C -2.20 2.19 1.05
C -2.74 1.31 2.12
H 4.86 -1.69 1.80
O 0.30 0.09 3.64
C 1.18 -0.69 -0.55
H -2.75 -1.43 -3.27
N -0.69 -0.02 -1.89
H 1.43 1.17 -4.29
H 0.17 2.13 -3.49
C 0.08 1.64 1.89
Cl -2.55 -0.44 4.15
C 1.05 -2.07 1.42
C -0.46 0.76 2.93
C -0.19 3.08 -0.06
C -2.99 -0.98 -2.30
C -1.93 0.65 3.00
H -2.49 0.76 -1.14
H -2.20 0.94 -2.88
C 3.15 -1.17 0.69
H 1.85 -0.22 -1.27
H -4.03 -0.65 -2.31
C -2.13 0.24 -2.04
C 0.08 0.00 -3.13
O -2.90 2.69 0.17
O -1.08 -0.94 0.16
N 0.26 3.69 -0.95
```

***

# C5H8N

C5H8N as an isolated structure at a distorted geometry (ωB97M-V/def2-TZVPD, OMol25).

Output
E_tot   -249.6259 hartree
Relative energy (zero: lowest compared OMol25 entry of this formula, charge and spin)   523.1 kJ/mol
Net charge   +1
HOMO level   -0.472 Ha
Gap between HOMO and LUMO   8.76 eV

The geometry in XYZ format:
```
14
C5H8N, DFT ωB97M-V/def2-TZVPD
H -0.21 -1.12 -1.96
H -1.96 0.89 -0.19
H 1.81 0.52 1.14
H -0.31 0.75 -2.04
H 0.58 -1.84 1.61
C -1.30 -1.16 0.49
C -1.10 0.15 -0.26
C -0.35 -0.09 -1.51
H -2.04 -1.97 0.39
C 0.00 -1.12 1.00
H 1.22 2.13 0.91
N 1.37 1.22 0.46
H 1.99 1.48 -0.37
C 0.30 0.16 0.32
```

***

# C2H7N3O

C2H7N3O in the gas phase at a distorted geometry (ωB97M-V/def2-TZVPD, OMol25).

Output
E_tot   -319.8475 hartree
SMILES   [H]/N=C(/N)CON
Relative energy (zero: lowest compared OMol25 entry of this formula, charge and spin)   268.5 kJ/mol
HOMO level   -0.338 Ha
Gap between HOMO and LUMO   10.22 eV

The geometry in XYZ format:
```
13
C2H7N3O, DFT ωB97M-V/def2-TZVPD
H -2.69 0.05 -1.00
C 0.86 -0.08 0.04
N 1.42 0.44 -0.98
N 1.49 -1.12 0.68
O -1.26 1.04 -0.04
C -0.28 0.55 0.85
H 0.07 1.42 1.42
H 2.22 -1.56 0.15
H 0.95 -1.69 1.31
H 0.91 1.24 -1.34
H -0.73 -0.18 1.53
N -1.69 -0.10 -0.85
H -1.27 -0.01 -1.77
```

***

# C2H3NaO2Rb

C2H3NaO2Rb as an isolated structure at a distorted geometry (ωB97M-V/def2-TZVPD, OMol25).

Output
<S²>   0.7528
Spin multiplicity   2
E_tot   -414.6708 hartree
Relative energy (zero: lowest compared OMol25 entry of this formula, charge and spin)   139.7 kJ/mol
HOMO level (spin up / spin down)   -0.152 / -0.247 Ha
Gap between HOMO and LUMO (spin up / spin down)   3.76 / 6.45 eV

The geometry in XYZ format:
```
9
C2H3NaO2Rb, DFT ωB97M-V/def2-TZVPD
Rb 3.09 2.88 0.45
H 0.44 -0.60 -1.36
H 1.06 0.83 2.04
C -0.56 -0.38 -0.88
Na -2.08 -2.40 0.49
H -0.69 0.72 -1.10
O 0.50 0.57 0.99
C -0.19 -0.42 0.59
O -1.57 -1.20 -1.24
```

***

# C5H7NO2

C5H7NO2 in the gas phase at a distorted geometry (ωB97M-V/def2-TZVPD, OMol25).

Output
E_tot   -399.7653 hartree
SMILES   C=NO[C@@H]1C=CCO1
Relative energy (zero: lowest compared OMol25 entry of this formula, charge and spin)   525.9 kJ/mol
HOMO level   -0.344 Ha
Gap between HOMO and LUMO   10.35 eV

The geometry in XYZ format:
```
15
C5H7NO2, DFT ωB97M-V/def2-TZVPD
H 0.44 -0.61 2.54
H -2.80 1.31 -0.42
H -2.26 2.86 -1.98
H 1.18 0.48 -1.27
H 0.23 -2.86 1.17
N -0.91 1.60 -1.27
C 0.57 -1.92 0.82
O -0.66 0.46 -0.24
C 0.46 -1.53 -0.45
C 1.00 -0.93 1.71
H 2.00 -1.34 2.28
O 1.24 0.25 0.87
C -2.19 1.93 -1.13
H 0.29 -1.88 -1.52
C 0.60 -0.02 -0.46
```

***

# C43H32F3N2O2P2STeTi

C43H32F3N2O2P2STeTi as an isolated structure at a distorted geometry (ωB97M-V/def2-TZVPD, OMol25).

Output
<S²>   0.7544
Spin multiplicity   2
E_tot   -4415.8068 hartree
Relative energy (zero: lowest compared OMol25 entry of this formula, charge and spin)   24.5 kJ/mol
HOMO level (spin up / spin down)   -0.280 / -0.280 Ha
Gap between HOMO and LUMO (spin up / spin down)   7.35 / 7.46 eV

The geometry in XYZ format:
```
87
C43H32F3N2O2P2STeTi, DFT ωB97M-V/def2-TZVPD
C -2.12 -1.95 -5.11
H 0.37 -4.72 -2.33
H -2.92 -0.21 -4.31
Te -0.50 1.48 -3.08
H -0.24 5.51 -0.34
C 0.48 4.33 3.33
H 1.33 4.36 2.67
C 3.03 1.76 -1.88
H -1.56 1.98 4.93
H 2.20 1.95 -2.49
H -2.51 -0.78 -2.00
P 1.40 -0.12 -0.62
C 4.17 2.57 -2.05
C 0.11 -4.95 1.73
C -1.99 -0.78 -4.50
C 5.22 1.49 -0.18
H -2.04 -4.97 1.35
C -1.11 -4.33 1.45
C 3.48 -3.35 -2.19
H -6.20 -1.98 -0.13
H -3.09 -2.27 -5.41
C 2.98 0.78 -0.85
H 4.08 0.04 0.91
C 0.91 -2.73 -1.52
N -1.12 -2.77 -5.47
C 1.15 -3.96 -2.14
H -1.25 6.16 5.52
F 3.46 -4.27 1.36
P -1.21 0.64 0.03
H 0.34 3.00 -0.37
C -1.06 2.91 4.64
H -3.17 0.17 2.06
C 4.04 0.70 0.06
H 6.09 3.15 -1.18
C 2.57 -4.84 2.21
H 5.95 1.53 0.61
C -2.29 5.21 0.24
O 1.40 1.92 2.14
C -5.25 -1.53 -0.07
C 0.51 1.91 3.03
C -1.10 -2.95 1.58
C 2.44 -4.25 -2.46
C 0.03 5.48 3.96
H -4.59 -2.15 -2.08
C -0.03 3.07 3.68
C -0.87 5.38 4.95
F 2.49 -6.11 1.81
C -0.07 0.57 -1.29
H -3.93 2.29 0.14
H 2.69 -5.12 -3.00
H 0.22 -6.02 1.72
C 1.21 -2.83 1.97
C -1.02 4.71 -0.11
C -1.74 2.41 0.06
C -4.43 -1.52 -1.20
H -1.99 4.14 6.11
C 3.20 -2.16 -1.57
H 4.47 -3.59 -2.50
H -2.02 -2.38 1.43
Ti 0.68 -0.18 1.76
C -3.25 -0.82 -1.20
H -5.41 -1.03 2.00
C -4.83 -0.94 1.14
H 3.96 -1.40 -1.39
H 4.11 3.23 -2.88
H -4.31 4.63 0.43
C -0.72 3.38 -0.13
S 2.45 -1.79 2.49
C 0.07 -2.43 -5.10
N -0.02 -2.25 1.78
C -1.36 4.12 5.27
H 1.31 -1.05 -4.07
H 0.83 -3.22 -5.29
C -3.03 2.88 0.26
C 5.26 2.42 -1.17
C 0.31 -1.23 -4.40
H -0.10 -2.38 -1.36
H 0.48 6.42 3.76
C 1.85 -1.76 -1.30
H -2.52 6.23 0.12
C -2.84 -0.18 -0.06
F 3.00 -4.80 3.43
O -0.07 0.75 3.33
C -3.63 -0.26 1.12
C -3.33 4.26 0.29
C 1.23 -4.24 2.01
C -0.73 -0.35 -4.09
```